# 1
A cluster of 3 separate species, C38H40NO6P in total. Source: OMol25; level of theory: wB97M-V/def2-TZVPD.

Each line ends with the Mulliken charge.
Element x y z (Å)
O -6.90 -2.94 5.27  -0.653
C -6.17 -2.98 6.24  0.537
C -6.47 -3.90 7.39  0.199
C -7.58 -4.73 7.31  -0.583
C -7.87 -5.59 8.35  -0.469
C -7.05 -5.63 9.48  -0.473
C -5.94 -4.80 9.56  -0.574
C -5.65 -3.93 8.51  0.213
C -4.45 -3.05 8.63  0.546
O -3.76 -3.06 9.62  -0.656
C -4.14 -2.15 7.47  0.254
C -3.02 -1.34 7.54  -0.597
C -2.71 -0.50 6.48  -0.432
C -3.52 -0.48 5.35  -0.619
C -4.64 -1.29 5.28  -0.540
C -4.96 -2.13 6.34  0.232
H -8.21 -4.68 6.43  0.475
H -8.74 -6.24 8.30  0.399
H -7.28 -6.30 10.29  0.396
H -5.30 -4.81 10.42  0.474
H -2.40 -1.37 8.43  0.484
H -1.83 0.13 6.53  0.459
H -3.27 0.17 4.52  0.427
H -5.28 -1.28 4.41  0.486
O 3.09 -0.47 -6.79  -0.657
C 3.77 0.50 -7.04  0.590
C 3.41 1.85 -6.53  0.156
C 2.28 1.99 -5.73  -0.857
C 1.93 3.23 -5.23  0.077
C 2.71 4.35 -5.52  -0.761
C 3.84 4.22 -6.32  -0.680
C 4.19 2.97 -6.82  0.144
C 5.41 2.86 -7.68  0.686
O 6.07 3.84 -7.96  -0.662
C 5.78 1.51 -8.18  0.194
C 6.92 1.37 -8.95  -0.578
C 7.29 0.12 -9.42  -0.470
C 6.53 -1.00 -9.11  -0.481
C 5.39 -0.87 -8.34  -0.555
C 5.01 0.38 -7.87  0.168
H 1.68 1.12 -5.51  0.558
H 1.05 3.32 -4.61  0.463
H 2.44 5.32 -5.12  0.429
H 4.46 5.07 -6.55  0.474
H 7.51 2.25 -9.18  0.473
H 8.18 0.01 -10.03  0.398
H 6.82 -1.98 -9.48  0.395
H 4.77 -1.72 -8.09  0.476
C -2.13 4.37 -3.91  -1.033
C -1.48 4.42 -2.54  -0.277
O -1.18 3.16 -1.94  -0.405
P -0.78 1.83 -2.83  0.443
N -2.26 0.94 -2.70  -0.731
C 0.21 1.02 -1.54  -0.840
C 1.69 1.42 -1.64  -0.317
C 2.43 1.41 -0.30  -1.156
C 2.29 0.11 0.51  -0.297
C 2.17 0.37 2.01  -0.654
C 2.40 -0.86 2.89  -0.682
C 1.55 -2.07 2.54  -0.553
O 0.19 -1.89 2.90  -0.329
C -0.08 -2.19 4.25  -0.474
H -3.02 3.74 -3.90  0.284
H -2.44 5.38 -4.17  0.371
H -1.45 4.01 -4.68  0.260
H -0.55 5.00 -2.58  0.242
H -2.14 4.93 -1.84  0.352
H -3.01 1.49 -2.30  0.257
H -2.55 0.58 -3.60  0.282
H -0.20 1.26 -0.56  0.343
H 0.06 -0.05 -1.69  0.417
H 2.21 0.77 -2.36  0.247
H 1.77 2.43 -2.06  0.283
H 3.49 1.59 -0.49  0.394
H 2.08 2.26 0.30  0.396
H 3.15 -0.53 0.33  0.378
H 1.42 -0.44 0.17  0.204
H 2.90 1.14 2.29  0.412
H 1.18 0.79 2.23  0.245
H 3.46 -1.14 2.86  0.395
H 2.20 -0.59 3.93  0.288
H 1.95 -2.98 3.00  0.353
H 1.54 -2.23 1.46  0.317
H -1.12 -1.93 4.45  0.024
H 0.56 -1.62 4.94  0.283
H 0.06 -3.26 4.46  0.310

Frontier orbital gap in eV: 7.386
2S+1: 1
LUMO level in eV: -0.9702
Structure (SMILES): O=C1c2ccccc2C(=O)c2ccccc21.O=C1c2ccccc2C(=O)c2ccccc21.CCOP(N)CCCCCCCOC
Electronic energy in Eh: -2319.626000

# 2
A cluster of 11 separate species, C38H76O16 in total at a distorted geometry. Source: OMol25; level of theory: wB97M-V/def2-TZVPD.

Each line ends with the Mulliken charge.
Element x y z (Å)
C 42.03 44.62 21.00  -0.856
C 41.56 44.32 22.47  0.617
O 42.64 44.71 23.37  -0.287
C 42.39 44.60 24.66  0.914
C 43.51 44.82 25.62  -1.283
O 41.36 44.27 25.09  -0.498
H 42.28 45.71 21.00  0.025
H 41.11 44.42 20.38  0.321
H 43.06 44.18 20.90  0.367
H 40.77 44.86 22.52  -0.588
H 41.14 43.33 22.49  0.379
H 43.88 45.81 25.44  0.230
H 44.43 43.94 25.57  0.281
H 43.10 44.72 26.51  0.491
C 36.09 49.33 24.78  0.491
C 35.94 48.54 23.40  0.213
O 34.63 47.82 23.45  -0.247
C 34.20 47.50 22.24  0.496
C 32.59 47.29 22.10  -1.044
O 34.79 47.40 21.22  -0.465
H 37.23 49.59 24.65  -0.556
H 36.04 48.57 25.54  -0.659
H 35.48 50.16 25.12  0.526
H 36.14 49.29 22.57  0.466
H 36.86 47.77 23.27  -0.159
H 32.24 48.25 21.78  0.388
H 32.39 47.08 23.20  0.265
H 32.41 46.26 21.47  0.244
C 41.08 48.71 24.00  -1.970
C 39.78 47.92 24.12  2.440
O 39.69 47.34 25.45  -0.275
C 38.79 46.26 25.68  0.795
C 39.03 45.59 27.00  -1.178
O 37.94 45.98 24.92  -0.438
H 41.89 48.10 23.99  0.671
H 41.28 49.54 24.62  0.204
H 41.20 49.19 23.11  0.471
H 38.79 48.64 24.02  -1.352
H 39.76 47.08 23.34  -0.363
H 40.17 45.51 26.98  0.035
H 38.54 44.74 27.29  0.555
H 38.73 46.28 27.75  0.120
C 44.12 49.35 25.87  -0.859
C 43.78 50.85 25.95  -0.077
O 43.18 51.10 27.28  -0.288
C 43.29 52.22 27.90  0.734
C 42.53 52.17 29.30  -0.865
O 43.99 53.13 27.53  -0.583
H 44.96 49.19 26.50  0.511
H 44.37 48.91 24.83  0.108
H 43.26 48.92 26.36  0.189
H 44.62 51.49 25.90  0.555
H 43.06 51.17 25.05  -0.107
H 41.66 51.54 29.28  0.115
H 42.13 53.26 29.65  0.255
H 43.09 51.69 30.02  0.364
C 44.97 48.28 19.78  -1.661
C 44.59 49.18 20.81  0.094
O 43.52 50.14 20.49  -0.306
C 42.99 50.98 21.47  0.750
C 41.95 51.89 20.86  -1.256
O 43.23 51.10 22.66  -0.462
H 45.86 47.62 19.68  0.380
H 45.16 48.74 19.06  0.645
H 44.01 47.77 19.51  0.219
H 44.12 48.69 21.60  0.100
H 45.41 49.72 21.19  0.461
H 40.95 51.64 21.15  0.083
H 41.98 51.84 19.82  0.409
H 41.98 52.81 21.24  0.544
C 34.97 46.35 26.81  -0.409
C 34.73 47.52 27.84  0.817
C 33.53 48.32 27.74  -1.078
O 35.68 47.84 28.71  -0.526
H 35.87 45.85 27.06  0.069
H 34.92 46.63 25.78  -0.139
H 34.12 45.59 26.95  0.455
H 33.54 48.61 26.70  0.218
H 33.69 49.39 28.16  0.268
H 32.65 47.83 28.13  0.393
C 40.37 48.23 19.79  -1.064
C 39.03 47.88 20.30  0.630
C 38.27 46.71 19.81  -0.699
O 38.58 48.62 21.22  -0.247
H 40.79 47.65 19.18  0.795
H 41.24 48.51 20.51  -0.088
H 40.17 49.17 19.12  0.294
H 38.53 45.68 20.06  -0.008
H 38.17 46.69 18.67  0.409
H 37.10 46.81 20.08  0.010
C 37.77 43.87 22.29  -0.071
C 36.31 43.31 22.31  0.094
C 35.12 44.14 22.69  -0.428
O 36.09 42.04 21.72  -0.611
H 38.39 43.51 22.96  0.482
H 37.59 45.05 22.25  -0.218
H 38.40 43.87 21.19  0.180
H 35.00 44.63 21.64  0.139
H 35.25 44.92 23.48  0.000
H 34.26 43.53 22.92  0.439
C 37.93 51.92 22.86  -1.404
C 38.89 53.00 22.48  0.466
C 40.00 53.26 23.49  -0.790
O 38.86 53.56 21.34  -0.683
H 37.57 51.46 22.03  0.711
H 37.08 52.21 23.29  0.914
H 38.32 51.04 23.35  0.008
H 40.69 54.01 23.07  0.317
H 40.37 52.15 23.83  -0.124
H 39.47 53.80 24.20  0.620
C 39.05 49.80 27.84  -0.089
C 38.61 51.15 27.19  0.723
C 37.19 51.57 27.18  -0.928
O 39.57 51.93 26.69  -0.607
H 38.74 49.68 29.06  0.226
H 40.04 49.80 27.64  0.212
H 38.49 48.96 27.39  -0.252
H 37.15 52.26 26.40  0.346
H 36.86 52.08 28.12  0.422
H 36.51 50.80 27.12  -0.055
C 38.06 47.06 30.92  -0.434
C 37.81 45.60 30.70  0.825
C 36.47 44.89 31.12  -1.067
O 38.86 44.87 30.22  -0.604
H 37.25 47.55 31.60  0.288
H 38.19 47.67 30.01  -0.253
H 39.02 47.38 31.33  0.401
H 36.26 45.20 32.17  0.369
H 36.60 43.93 30.77  0.376
H 35.68 45.42 30.44  0.124

Frontier orbital gap in eV: 9.834
ΔE to the lowest compared entry with this formula, charge and spin in eV: 14.379
2S+1: 1
LUMO level in eV: 0.2866
Structure (SMILES): CCOC(C)=O.CCOC(C)=O.CCOC(C)=O.CCOC(C)=O.CCOC(C)=O.CC(C)=O.CC(C)=O.CC(C)=O.CC(C)=O.CC(C)=O.CC(C)=O
Electronic energy in Eh: -2696.802641